C26H52O52S13 | ωB97M-V/def2-TZVPD

Results
Molar mass in g/mol: 1613.5
Energy above the lowest of the compared OMol25 structures with the same formula, charge and spin in eV: 10.253
Net charge: 0
E_LUMO in eV: -0.21
Orbital gap in Ha: 0.3689

Last column: Löwdin charge in e.
Cartesian coordinates (Å):
1 C -13.31959 -21.59922 -15.60850  -0.1902
2 C -13.62173 -20.03421 -15.35504  -0.1148
3 O -12.73068 -19.78247 -14.27938  -0.2372
4 S -12.12487 -21.08280 -13.49581  0.7128
5 O -12.28132 -21.07985 -12.07561  -0.2067
6 O -10.77502 -21.34470 -14.03119  -0.2465
7 O -13.16568 -22.00759 -14.33988  -0.2317
8 H -12.38832 -21.81554 -16.13198  0.1267
9 H -14.13686 -22.20398 -16.00146  0.1398
10 H -14.63765 -19.95839 -14.96740  0.1057
11 H -13.68116 -19.38327 -16.22730  0.1292
12 C -16.49379 -13.46209 -15.11929  -0.1340
13 C -15.37919 -13.29531 -14.13871  -0.1544
14 O -15.03625 -11.90303 -14.01833  -0.2131
15 S -16.17149 -10.88365 -14.58654  0.7380
16 O -15.61455 -9.76682 -15.37314  -0.2447
17 O -17.08520 -10.59703 -13.48241  -0.2556
18 O -16.88185 -12.09399 -15.49049  -0.2180
19 H -17.31746 -14.02115 -14.67531  0.1145
20 H -16.28340 -13.90435 -16.09307  0.1322
21 H -14.52805 -13.91346 -14.42429  0.1011
22 H -15.66790 -13.53725 -13.11587  0.1323
23 C -20.79594 -13.16458 -10.01022  -0.1990
24 C -22.23009 -13.09869 -10.60980  -0.1382
25 O -22.04609 -13.27799 -11.98908  -0.1893
26 S -20.59406 -13.89999 -12.37754  0.7258
27 O -19.93571 -13.06023 -13.40281  -0.2422
28 O -20.69936 -15.33514 -12.68880  -0.2541
29 O -19.90108 -13.67697 -10.93273  -0.2062
30 H -20.75028 -13.74206 -9.08689  0.1150
31 H -20.48019 -12.16013 -9.72827  0.1348
32 H -22.81853 -12.18255 -10.55948  0.1419
33 H -22.81290 -13.97948 -10.34027  0.1300
34 C -19.97679 -23.20951 -12.83608  -0.2070
35 C -19.30578 -22.55620 -14.00001  -0.2402
36 O -19.83612 -23.17814 -15.09688  -0.1827
37 S -20.02715 -24.79087 -14.68947  0.7835
38 O -18.75469 -25.46249 -14.41117  -0.2538
39 O -20.97883 -25.35791 -15.66591  -0.2565
40 O -20.67378 -24.39885 -13.18414  -0.1824
41 H -20.64195 -22.60249 -12.22193  0.1204
42 H -19.28429 -23.61968 -12.10103  0.1211
43 H -18.22539 -22.70055 -14.00422  0.1200
44 H -19.68250 -21.53339 -14.00696  0.1206
45 C -20.30159 -17.43676 -9.81355  -0.2002
46 C -18.95607 -18.14303 -9.50663  -0.1383
47 O -19.09473 -19.57247 -9.77577  -0.2174
48 S -20.58106 -19.86938 -10.49250  0.7786
49 O -21.19491 -21.09451 -9.96584  -0.2356
50 O -20.30524 -19.85979 -11.93633  -0.2697
51 O -21.24943 -18.43144 -9.97741  -0.1726
52 H -20.31267 -16.77025 -10.67596  0.0988
53 H -20.55377 -16.74636 -9.00865  0.1310
54 H -18.94880 -18.09216 -8.41784  0.1246
55 H -17.94842 -17.83097 -9.78115  0.1034
56 C -20.71203 -14.55816 -16.99881  -0.2014
57 C -20.88796 -15.52189 -15.87559  -0.2318
58 O -22.19440 -15.44746 -15.39817  -0.1917
59 S -23.12986 -14.32250 -16.21898  0.7765
60 O -23.85066 -13.49181 -15.23080  -0.2513
61 O -23.91781 -15.10416 -17.15773  -0.2409
62 O -21.77562 -13.67754 -16.93204  -0.1686
63 H -20.66701 -15.15856 -17.90743  0.1148
64 H -19.77044 -14.02693 -16.85989  0.1399
65 H -20.18229 -15.13700 -15.13940  0.0918
66 H -20.65932 -16.55523 -16.13641  0.1105
67 C -14.37676 -17.58578 -9.83645  -0.1918
68 C -13.29029 -18.35875 -9.16653  -0.1892
69 O -14.01191 -19.32834 -8.53083  -0.1912
70 S -15.49806 -18.80944 -8.06712  0.7207
71 O -15.47027 -18.11336 -6.75719  -0.2575
72 O -16.57791 -19.76405 -8.30959  -0.2308
73 O -15.60945 -17.66755 -9.17458  -0.2288
74 H -14.47133 -17.96878 -10.85255  0.1347
75 H -14.15062 -16.52058 -9.88476  0.1290
76 H -12.80959 -17.86728 -8.32066  0.1396
77 H -12.62371 -19.01260 -9.72888  0.1473
78 C -15.03095 -14.37566 -7.72857  -0.1312
79 C -15.77512 -13.01575 -7.88918  -0.1941
80 O -16.24848 -13.13550 -9.21031  -0.1910
81 S -17.07965 -14.62624 -9.29583  0.7658
82 O -16.96681 -15.18293 -10.60914  -0.2279
83 O -18.45202 -14.42198 -8.75606  -0.2545
84 O -15.97950 -15.32362 -8.26078  -0.2402
85 H -14.73525 -14.52312 -6.68986  0.1418
86 H -14.21100 -14.41077 -8.44589  0.1288
87 H -14.97890 -12.31244 -7.64526  0.1390
88 H -16.62192 -12.90594 -7.21170  0.1289
89 C -23.01390 -21.83803 -16.70874  -0.2034
90 C -23.86152 -21.31557 -15.73478  -0.1995
91 O -23.14637 -20.26618 -15.06170  -0.1898
92 S -21.91374 -19.60500 -15.99963  0.7500
93 O -20.74478 -19.16914 -15.27752  -0.2219
94 O -22.44295 -18.64443 -16.98372  -0.2499
95 O -21.80333 -21.07749 -16.72158  -0.2048
96 H -23.35843 -21.97797 -17.73335  0.1479
97 H -22.68153 -22.83523 -16.42027  0.1309
98 H -24.28535 -22.04049 -15.03983  0.1483
99 H -24.71723 -20.80405 -16.17548  0.1387
100 C -17.68922 -18.93424 -13.61184  -0.1407
101 C -17.59205 -17.44352 -13.11814  -0.1108
102 O -17.80003 -16.78809 -14.36865  -0.2497
103 S -17.08575 -17.49115 -15.70129  0.7718
104 O -15.65191 -17.19301 -15.67805  -0.2661
105 O -17.91121 -17.19309 -16.90984  -0.2576
106 O -17.35645 -18.99404 -15.02506  -0.2133
107 H -18.67620 -19.38181 -13.49503  0.0846
108 H -16.95381 -19.47195 -13.01339  0.1049
109 H -16.53067 -17.39325 -12.87515  0.1195
110 H -18.34206 -17.02210 -12.44882  0.1263
111 C -11.59252 -14.85430 -14.63617  -0.1457
112 C -12.49863 -15.93134 -15.22114  -0.2038
113 O -12.19146 -17.13014 -14.57225  -0.2066
114 S -11.14311 -16.92912 -13.27192  0.7325
115 O -9.78961 -17.17216 -13.71102  -0.2206
116 O -11.66334 -17.59614 -12.07348  -0.2415
117 O -11.37262 -15.31901 -13.28822  -0.2094
118 H -12.13339 -13.90902 -14.59124  0.1289
119 H -10.62721 -14.79251 -15.13864  0.1332
120 H -12.37178 -15.91809 -16.30365  0.1437
121 H -13.52652 -15.66637 -14.97351  0.0939
122 C -19.96285 -17.40371 -19.57643  -0.1859
123 C -19.74442 -18.43993 -20.67927  -0.2185
124 O -20.64319 -18.10221 -21.63177  -0.1773
125 S -21.14555 -16.51018 -21.58608  0.7234
126 O -22.55812 -16.38407 -21.33339  -0.2252
127 O -20.60601 -15.79405 -22.74607  -0.2465
128 O -20.36694 -16.20565 -20.20493  -0.2014
129 H -19.11392 -17.24354 -18.91177  0.1054
130 H -20.75094 -17.62563 -18.85686  0.1172
131 H -19.78259 -19.42014 -20.20405  0.1415
132 H -18.76510 -18.25502 -21.12067  0.1330
133 C -15.42811 -24.42864 -12.49762  -0.1259
134 C -15.67185 -24.61340 -10.97151  -0.2388
135 O -16.42658 -23.57098 -10.63910  -0.2015
136 S -16.16403 -22.11010 -11.43822  0.8439
137 O -15.23850 -21.27855 -10.65985  -0.2380
138 O -17.51555 -21.61073 -11.85119  -0.2626
139 O -15.41163 -23.00103 -12.72660  -0.2373
140 H -16.31176 -24.67490 -13.08636  0.1173
141 H -14.50977 -24.96854 -12.72842  0.1357
142 H -14.76672 -24.61699 -10.36419  0.1333
143 H -16.24773 -25.51043 -10.74389  0.1430

---

C26H53Al2Cl4F5LiN3O9PS2 | ωB97M-V/def2-TZVPD

Results
Molar mass in g/mol: 944.5
Net charge: +1
E_LUMO in eV: -6.30
Orbital gap in Ha: 0.0403

Last column: Löwdin charge in e.
Cartesian coordinates (Å):
1 N -8.78982 0.87150 4.99877  0.2042
2 C -7.74695 0.40308 4.57977  -0.2475
3 O -6.90452 -0.47077 3.79788  -0.2826
4 S -6.12595 0.36876 2.55608  1.1898
5 F -4.56882 0.76210 3.22378  -0.3526
6 C -7.01038 1.94642 2.12747  -0.3542
7 C -6.50681 3.20407 2.98725  -0.2447
8 C -5.05088 3.75869 2.61022  -0.5526
9 Cl -4.53215 3.50706 0.86309  0.5400
10 H -8.15627 1.86514 2.31067  0.1237
11 H -6.90459 2.06889 0.98447  0.0907
12 H -7.24686 4.07422 2.97485  0.1313
13 H -6.44325 2.84101 4.08937  0.1172
14 H -4.26002 3.28338 3.30887  0.0522
15 H -5.01938 4.88885 2.86420  0.1077
16 C -6.30495 3.31186 -5.43529  -0.0441
17 C -6.19124 4.34564 -4.33565  -0.3207
18 O -5.96517 3.78187 -3.04850  -0.2082
19 C -4.76710 3.02006 -2.90027  -0.2662
20 C -3.50311 3.82592 -3.14348  -0.0612
21 H -7.06931 2.56929 -5.19306  0.0939
22 H -6.56471 3.78940 -6.38244  0.0988
23 H -5.36294 2.77807 -5.57714  0.0812
24 H -7.13801 4.89657 -4.26978  0.1075
25 H -5.41444 5.08640 -4.56915  0.1052
26 H -4.79878 2.13464 -3.54103  0.1235
27 H -4.75547 2.65660 -1.86925  0.0767
28 H -3.43330 4.16062 -4.18220  0.0727
29 H -2.61919 3.22273 -2.92830  0.0470
30 H -3.48707 4.71810 -2.50932  0.0757
31 C -4.37757 4.34716 6.12220  -0.3213
32 O -3.82723 4.21013 4.92000  -0.2081
33 H -3.89315 3.81713 6.96237  0.0764
34 H -4.43829 5.37439 6.53448  0.0803
35 H -5.42935 4.01256 6.23955  0.0562
36 C -1.56826 1.42000 0.50454  -1.5291
37 Cl -1.97758 -0.14077 1.23476  0.5087
38 Cl -0.06830 2.05596 1.19490  0.5479
39 Cl -1.42702 1.26496 -1.25330  0.5485
40 H -2.37051 2.12289 0.72395  -0.0608
41 F -2.98945 1.83240 -8.55040  -0.2521
42 Al -2.18487 2.99032 -7.47175  0.0501
43 F -0.75397 3.66065 -8.27957  -0.2494
44 F -1.69128 2.16190 -5.97541  -0.2645
45 F -3.31466 4.30661 -7.06942  -0.2543
46 C 2.80237 -4.57763 2.99428  -0.1036
47 C 2.44817 -4.64178 1.51861  -0.1703
48 N 2.40412 -3.31688 0.88883  -0.0388
49 C 1.64164 -2.23913 1.30024  0.0203
50 C 1.85690 -1.23814 0.40526  0.0218
51 N 2.72687 -1.73242 -0.54428  -0.0773
52 C 3.05900 -2.98761 -0.23082  -0.0075
53 C 3.20735 -1.01802 -1.72495  0.0411
54 H 2.07650 -3.98432 3.55534  0.0994
55 H 2.81695 -5.58171 3.42536  0.1073
56 H 3.79184 -4.12015 3.13912  -0.1847
57 H 1.46947 -5.10669 1.37948  0.1101
58 H 3.18465 -5.25075 0.98981  0.0984
59 H 1.03517 -2.32158 2.18504  0.1403
60 H 1.48845 -0.23100 0.31479  0.0999
61 H 3.72493 -3.62785 -0.79132  0.1753
62 H 2.91164 -1.57051 -2.61810  0.1121
63 H 4.29481 -0.94181 -1.67787  0.0894
64 H 2.77413 -0.01810 -1.76009  0.1135
65 O -3.01904 6.39997 7.91069  -0.2266
66 P -2.09775 7.62177 7.82158  -0.1082
67 O -2.03487 8.10434 6.36829  -0.2079
68 O -0.69490 7.23448 8.30145  -0.2035
69 O -2.63938 8.75020 8.70503  -0.1827
70 Li -6.14593 6.30392 -2.68085  0.8882
71 C 6.37884 0.48860 1.32995  -0.1005
72 C 6.70028 -0.52174 0.23662  -0.2907
73 C 8.13980 -1.03713 0.29233  -0.2336
74 C 9.22572 0.02238 0.08509  -0.2210
75 C 9.13733 0.80389 -1.22665  -0.2651
76 C 9.29219 -0.07175 -2.46228  -0.1097
77 H 6.98891 1.38940 1.23864  0.0790
78 H 5.33003 0.79216 1.26601  0.0672
79 H 6.54522 0.05734 2.32172  0.0728
80 H 6.48734 -0.08351 -0.74255  0.0935
81 H 6.02126 -1.37838 0.34550  0.0749
82 H 8.25697 -1.82848 -0.45775  0.1013
83 H 8.30778 -1.51902 1.26307  0.1000
84 H 10.20291 -0.47101 0.13860  0.1151
85 H 9.20351 0.73268 0.91897  0.1060
86 H 9.92963 1.55840 -1.23359  0.1123
87 H 8.19123 1.35295 -1.28227  0.1006
88 H 10.24882 -0.60053 -2.44789  0.0796
89 H 9.26153 0.54329 -3.36565  0.0767
90 H 8.49038 -0.80987 -2.53861  0.0606
91 C 0.18159 -8.84203 -2.08936  -0.2097
92 C 0.32410 -7.59788 -2.96781  -0.2050
93 C 0.61034 -6.41366 -2.04268  -0.2194
94 S 1.43412 -7.09008 -0.60588  0.6841
95 O 0.57501 -6.91143 0.54499  -0.3242
96 O 2.82175 -6.66702 -0.60714  -0.3539
97 C 1.35172 -8.79664 -1.11535  -0.2217
98 H 0.18842 -9.75913 -2.68144  0.1269
99 H -0.76489 -8.80034 -1.54049  0.1262
100 H 1.16085 -7.73492 -3.66045  0.1245
101 H -0.57152 -7.42168 -3.56738  0.1255
102 H 1.25988 -5.67814 -2.51970  0.1030
103 H -0.31212 -5.93439 -1.70885  0.1119
104 H 1.21212 -9.43859 -0.24552  0.1161
105 H 2.29111 -9.04102 -1.61683  0.1155
106 Al 5.76773 -4.30784 3.34091  1.0427

---

Which of these has the highest net charge? C26H53Al2Cl4F5LiN3O9PS2

---

Number 1 is which compound? C26H52O52S13

---

Among the records above, which one has the lowest molar mass? C26H53Al2Cl4F5LiN3O9PS2